# 1
Formula: C5H14O2S
Source: the OMol25 dataset
Level of theory: the ωB97M-V functional and the def2-TZVPD basis

Last column: Mulliken charge in e.
Positions of all 22 atoms, in Å:
C (-2.034, -1.251, 0.693)  -0.564
O (-1.502, -2.446, 0.139)  -0.500
C (-0.925, -0.190, 0.984)  -0.454
C (0.065, -0.061, -0.178)  -0.299
C (-0.401, 0.606, -1.460)  -0.696
S (-0.320, 2.461, -1.209)  -0.093
C (1.428, 2.727, -1.023)  -0.867
H (-2.553, -1.528, 1.613)  0.336
H (-2.691, -0.839, -0.071)  0.335
H (-0.882, -2.799, 0.758)  0.282
H (-1.367, 0.752, 1.308)  0.316
H (-0.386, -0.608, 1.846)  0.291
H (0.421, -1.087, -0.308)  0.344
H (0.931, 0.464, 0.245)  0.014
H (-1.447, 0.337, -1.627)  0.329
H (0.134, 0.243, -2.330)  0.342
H (2.075, 2.380, -1.827)  0.287
H (1.495, 3.812, -0.893)  0.343
H (1.852, 2.373, -0.081)  0.270
H (1.952, -1.007, 0.980)  0.351
H (1.736, -2.493, 1.293)  0.284
O (2.417, -1.845, 1.147)  -0.650

Energy relative to the best compared isomer or geometry (same formula, charge and spin) in eV: 0.5238
Total charge: 0
HOMO-LUMO gap in eV: 9.336
Spin multiplicity: 1
LUMO in eV: 0.6



# 2
Formula: C6H12NO2
Source: the OMol25 dataset
Level of theory: the ωB97M-V functional and the def2-TZVPD basis

Last column: Mulliken charge in e.
Positions of all 21 atoms, in Å:
C (3.273, -0.813, -0.703)  -0.579
C (4.005, 0.440, -0.072)  -0.491
C (-1.542, -0.736, -0.637)  -0.580
C (-2.434, -0.944, 0.609)  -0.704
C (2.560, 0.110, 0.097)  0.570
C (-2.276, 0.413, -0.011)  0.815
N (-1.500, 1.466, 0.720)  -0.221
O (1.464, 0.490, 0.511)  -0.643
O (-3.161, 1.045, -0.891)  -0.558
H (3.303, -0.788, -1.718)  0.277
H (3.465, -1.719, -0.280)  0.281
H (4.703, 0.135, 0.756)  0.250
H (4.091, 1.419, -0.637)  0.251
H (-0.438, -0.629, -0.714)  0.134
H (-1.922, -1.074, -1.504)  0.300
H (-3.424, -1.536, 0.591)  0.251
H (-2.059, -1.173, 1.636)  0.259
H (-1.547, 2.377, 0.108)  0.449
H (-0.538, 1.157, 0.562)  0.153
H (-1.511, 1.675, 1.797)  0.434
H (-4.077, 1.238, -0.600)  0.349

Energy relative to the best compared isomer or geometry (same formula, charge and spin) in eV: 3.1935
Total charge: +1
HOMO-LUMO gap in eV: 9.735
Spin multiplicity: 1
LUMO in eV: -3.2



# 3
Formula: C4H7NO2
Source: the OMol25 dataset
Level of theory: the ωB97M-V functional and the def2-TZVPD basis

Last column: Mulliken charge in e.
Positions of all 14 atoms, in Å:
C (1.301, 1.090, -0.259)  -1.098
C (0.829, -0.267, -0.130)  0.833
C (1.465, -1.069, 0.777)  -0.821
C (-1.311, -0.689, -0.614)  0.103
H (0.418, 1.882, -0.203)  0.285
H (2.238, 1.530, 0.358)  0.260
H (1.523, 1.611, -1.224)  0.338
H (1.513, -2.229, 0.571)  0.223
H (2.367, -0.663, 1.272)  0.293
H (-2.094, -1.005, -1.456)  0.328
H (-3.235, 0.642, 1.175)  0.391
N (-1.692, 0.193, 0.242)  -0.321
O (-0.043, -0.975, -0.777)  -0.324
O (-3.279, -0.051, 0.269)  -0.490

Energy relative to the best compared isomer or geometry (same formula, charge and spin) in eV: 6.9035
Total charge: 0
HOMO-LUMO gap in eV: 9.983
Spin multiplicity: 1
LUMO in eV: 0.9



# 4
Formula: C4H5LiO3Pb
Source: the OMol25 dataset
Level of theory: the ωB97M-V functional and the def2-TZVPD basis

Last column: Mulliken charge in e.
Positions of all 14 atoms, in Å:
O (1.065, 1.591, 0.238)  -0.051
Li (-1.160, 2.117, -0.684)  0.906
O (0.189, 2.705, 0.412)  -0.712
C (0.908, 0.643, 1.129)  0.164
C (1.083, -0.737, 1.070)  -1.032
H (0.740, -1.611, 1.637)  0.506
H (0.588, 1.099, 2.074)  0.428
H (2.076, -0.497, 1.728)  0.303
O (-0.176, -1.498, -2.045)  -0.523
C (-1.252, -0.806, -1.818)  0.387
C (-1.521, -0.203, -0.625)  -1.237
Pb (1.254, -1.919, -0.826)  0.868
H (-1.888, -0.251, 0.399)  0.587
H (-1.905, -0.632, -2.688)  0.407

Energy relative to the best compared isomer or geometry (same formula, charge and spin) in eV: 4.4303
⟨S²⟩: 0.76
Total charge: +1
HOMO-LUMO gap (spin up / spin down) in eV: 8.102 / 8.159
Spin multiplicity: 2
LUMO (spin up / spin down) in eV: -4.9 / -5.0



# 5
Formula: C16H38NOSi
Source: the OMol25 dataset
Level of theory: the ωB97M-V functional and the def2-TZVPD basis

Last column: Mulliken charge in e.
Positions of all 57 atoms, in Å:
C (3.051, 6.864, 0.616)  -1.260
C (1.738, 6.202, 0.172)  -0.360
C (1.853, 5.586, -1.225)  -0.616
C (0.760, 4.550, -1.543)  -0.753
Si (1.248, 3.234, -2.802)  0.400
C (3.093, 2.873, -2.867)  -0.696
C (3.362, 1.401, -3.178)  -0.646
O (3.235, 0.638, -1.999)  -0.288
C (2.565, -0.595, -2.090)  -0.486
C (1.503, -0.676, -1.008)  -0.864
H (3.702, 6.124, 1.076)  0.313
H (3.575, 7.267, -0.250)  0.318
H (2.878, 7.675, 1.317)  0.371
H (0.939, 6.941, 0.176)  0.294
H (1.496, 5.401, 0.870)  0.334
H (1.803, 6.384, -1.968)  0.270
H (2.852, 5.154, -1.317)  0.327
H (-0.106, 5.073, -1.955)  0.372
H (0.410, 4.079, -0.624)  0.388
H (0.570, 1.959, -2.449)  -0.238
H (0.747, 3.599, -4.149)  -0.180
H (3.565, 3.083, -1.906)  0.338
H (3.595, 3.489, -3.612)  0.445
H (4.376, 1.295, -3.572)  0.337
H (2.677, 1.037, -3.950)  0.355
H (2.135, -0.740, -3.082)  0.322
H (3.287, -1.403, -1.931)  0.328
H (0.616, -0.096, -1.259)  0.275
H (1.200, -1.716, -0.864)  0.304
H (1.931, -0.305, -0.078)  0.294
C (-5.260, -4.602, 0.959)  -1.268
C (-4.145, -4.714, 2.001)  -0.528
C (-3.376, -3.421, 2.269)  -0.694
N (-2.115, -3.237, 1.457)  0.360
C (-2.386, -3.363, -0.003)  -1.169
C (-1.535, -1.866, 1.761)  -0.573
C (-0.587, -2.096, 2.919)  -0.608
C (0.082, -3.413, 2.528)  -0.588
C (-1.045, -4.234, 1.900)  -0.557
H (-4.887, -4.477, -0.057)  0.321
H (-5.871, -5.502, 0.969)  0.387
H (-5.914, -3.758, 1.182)  0.330
H (-3.460, -5.526, 1.745)  0.322
H (-4.602, -5.001, 2.949)  0.423
H (-3.050, -3.380, 3.307)  0.389
H (-4.003, -2.552, 2.076)  0.496
H (-3.170, -2.662, -0.278)  0.373
H (-2.689, -4.381, -0.225)  0.412
H (-1.470, -3.131, -0.541)  0.442
H (-0.991, -1.541, 0.875)  0.406
H (-2.346, -1.172, 1.962)  0.285
H (-1.133, -2.192, 3.859)  0.297
H (0.122, -1.279, 3.029)  0.449
H (0.532, -3.928, 3.373)  0.365
H (0.869, -3.232, 1.795)  0.281
H (-1.504, -4.917, 2.609)  0.303
H (-0.722, -4.797, 1.030)  0.343

Total charge: +1
HOMO-LUMO gap in eV: 9.036
Spin multiplicity: 1
LUMO in eV: -2.4



# 6
Formula: C4H8S
Source: the OMol25 dataset
Level of theory: the ωB97M-V functional and the def2-TZVPD basis

Last column: Mulliken charge in e.
Positions of all 13 atoms, in Å:
C (-1.673, -0.821, 2.016)  -0.878
C (0.637, -0.021, 0.403)  -0.098
C (1.141, 0.618, -0.738)  -0.359
C (0.797, 0.674, -2.207)  -0.612
H (-2.721, -1.272, 1.956)  0.290
H (-1.700, -0.011, 2.557)  0.331
H (-1.032, -1.661, 2.312)  0.275
H (1.235, -0.156, 1.347)  0.336
H (2.370, 0.448, -0.631)  0.121
H (1.606, 0.229, -2.790)  0.279
H (-0.308, 0.323, -2.148)  0.215
H (0.791, 1.842, -2.400)  0.218
S (-1.142, -0.191, 0.324)  -0.118

Energy relative to the best compared isomer or geometry (same formula, charge and spin) in eV: 2.2237
Total charge: 0
HOMO-LUMO gap in eV: 8.938
Spin multiplicity: 1
LUMO in eV: 1.0